Here is C3H5NO2 in the gas phase at a distorted geometry from the OMol25 dataset. Energies are from ωB97M-V with the def2-TZVPD basis set.

Last column: Mulliken charge in e.
Cartesian coordinates (Å):
N (-1.81953, 0.87738, -0.67409)  -0.6503
C (-0.76984, 0.30682, -0.28876)  0.4047
C (0.27785, 0.93964, 0.55292)  -0.1229
O (1.42284, 0.13624, 0.39555)  -0.3514
C (0.98105, -1.09357, -0.13642)  -0.0930
O (-0.43534, -1.02560, -0.27540)  -0.3581
H (-2.57032, 0.25200, -0.94107)  0.2537
H (0.52351, 1.99512, 0.45401)  0.3138
H (-0.28188, 0.77604, 1.50061)  0.1709
H (1.40944, -1.26162, -1.13032)  0.2147
H (1.26223, -1.90245, 0.54296)  0.2180

Atomic forces in eV per Å
0.05 -0.23 0.36
-0.34 0.32 -0.24
-0.45 0.12 0.48
0.02 -0.03 0.13
0.17 -0.23 -0.01
-0.24 0.14 -0.39
0.13 -0.26 -0.43
-0.19 -0.18 -0.33
1.02 0.31 0.38
0.12 0.08 0.12
-0.29 -0.03 -0.07

Values from the calculation:
* SMILES: [H]/N=C1/COCO1
* M: 87.08 Da
* largest force on an atom: 1.139 eV/Å
* Kohn-Sham gap: 10.90 eV
* HOMO level: -10.1 eV

***

Here is 2 unconnected molecules or ions with the total composition C4H9N at a distorted geometry from the OMol25 dataset. Energies are from ωB97M-V with the def2-TZVPD basis set.

Last column: Mulliken charge in e.
Cartesian coordinates (Å):
C (-0.85911, 0.66680, -0.37125)  0.1702
C (0.40282, 0.83885, -0.19374)  -0.7503
C (-1.70995, 1.39614, -1.40184)  -1.1657
C (1.59739, -1.66820, 1.73295)  -0.2018
N (0.49512, -1.84219, 1.22630)  -0.5623
H (0.18549, -1.27333, 0.41604)  0.3333
H (0.88150, 0.35926, 0.50211)  0.2989
H (0.98829, 1.49873, -0.86227)  0.1571
H (-1.08336, 2.07634, -1.97949)  0.2875
H (-2.38207, 1.89124, -0.77606)  0.2813
H (-2.34209, 0.93620, -2.08244)  0.3588
H (1.97131, -2.20357, 2.67683)  0.2128
H (2.34399, -1.05851, 1.37356)  0.2851
H (-1.41177, 0.12545, 0.45489)  0.2951

Atomic forces in eV per Å
-3.56 -0.67 0.07
0.44 3.34 -4.26
2.32 0.38 1.19
1.32 -1.48 2.47
-3.07 -0.74 -0.52
1.01 -0.70 0.60
2.74 -2.00 3.93
-0.31 -0.52 0.32
-0.08 0.22 0.20
-1.18 1.65 0.77
-0.79 -1.92 -1.17
-1.01 0.30 -1.20
1.75 1.91 -1.14
0.44 0.23 -1.26

Values from the calculation:
* SMILES: C=CC.C=N
* M: 71.12 Da
* largest force on an atom: 5.429 eV/Å
* Kohn-Sham gap: 10.63 eV
* HOMO level: -9.5 eV

***

Here is a molecular structure, C21H26Br54N2O2 at a distorted geometry from the OMol25 dataset. Energies are from ωB97M-V with the def2-TZVPD basis set.

Last column: Mulliken charge in e.
Cartesian coordinates (Å):
C (1.18724, 0.98344, 4.77980)  -0.0952
N (0.74978, 0.56050, 6.10091)  0.0765
C (1.76190, 0.54109, 7.06386)  -0.6973
O (2.49971, 1.76213, 7.27314)  -0.3582
C (1.72896, 2.81022, 7.46074)  0.6237
N (2.20074, 3.96787, 6.85492)  -0.6088
O (0.73237, 2.80404, 8.05715)  -0.4650
H (0.40284, 0.76840, 4.07258)  -0.3017
H (1.34853, 2.05124, 4.73315)  0.0564
H (2.10908, 0.50542, 4.54542)  0.3301
H (-0.06692, 1.04712, 6.40923)  0.0762
H (2.49018, -0.17235, 6.75001)  0.3686
H (1.37675, 0.16655, 7.98527)  0.3995
H (1.78398, 4.03770, 5.94759)  0.2716
H (3.18380, 3.85796, 6.68615)  0.2930
C (-2.90369, -0.58976, 4.83692)  -0.3888
Br (-2.81318, 1.11445, 5.73711)  -0.0707
Br (-3.63776, -0.40200, 3.06347)  -0.0399
Br (-1.21011, -1.50240, 4.81395)  -0.0301
H (-3.58331, -1.20624, 5.39932)  0.4483
C (-0.86010, 9.80769, 4.87391)  -0.4148
Br (1.02819, 10.02475, 5.15231)  0.0064
Br (-1.55596, 11.20471, 3.74407)  0.0569
Br (-1.29694, 8.06428, 4.18333)  0.0686
H (-1.34036, 9.90056, 5.83298)  0.3259
C (0.85006, -1.17315, 1.24287)  -0.1725
Br (-0.13207, -2.79603, 1.54738)  0.3066
Br (-0.23952, 0.34928, 1.72118)  -0.0345
Br (2.54818, -1.20817, 2.14975)  -0.0417
H (1.05380, -1.11970, 0.18384)  0.1964
C (0.74643, -6.84309, 3.29392)  0.2990
Br (-0.42238, -6.41511, 1.82744)  -0.0833
Br (2.25936, -7.88107, 2.71428)  -0.0279
Br (1.28931, -5.26692, 4.25787)  0.0003
H (0.18371, -7.45607, 3.97897)  -0.3109
C (-1.28118, -9.25986, 6.82813)  -0.1675
Br (-0.50019, -10.42119, 5.50651)  -0.0461
Br (-0.11489, -9.00829, 8.33463)  -0.0118
Br (-1.81944, -7.58212, 6.05591)  0.1200
H (-2.17234, -9.74277, 7.19325)  0.1461
C (-2.47234, -0.04754, -2.16280)  -0.4804
Br (-0.63714, -0.27218, -2.71301)  0.0530
Br (-2.82933, -0.92535, -0.49702)  0.1845
Br (-3.02267, 1.80201, -2.12885)  -0.0093
H (-3.09147, -0.52024, -2.90670)  0.3691
C (1.75278, 3.16740, -5.64137)  -0.2930
Br (2.55705, 1.73156, -6.63884)  -0.0174
Br (2.67360, 3.47594, -3.98015)  -0.0292
Br (1.61631, 4.77585, -6.68865)  0.0060
H (0.75212, 2.85954, -5.39569)  0.3265
C (1.27920, -5.88913, -2.00577)  0.3815
Br (0.57598, -7.63535, -1.60742)  -0.0471
Br (-0.12126, -4.60749, -2.31489)  0.0853
Br (2.50030, -5.27623, -0.65304)  -0.0068
H (1.83929, -5.97273, -2.92652)  -0.4426
C (-5.66625, -3.68054, -0.34460)  -0.4097
Br (-4.56904, -4.60643, -1.62692)  -0.0093
Br (-4.73624, -3.41509, 1.32037)  -0.0023
Br (-6.35066, -2.02606, -1.05174)  -0.0312
H (-6.51507, -4.30932, -0.13811)  0.3705
C (2.25341, -4.52105, -6.21704)  -0.3797
Br (2.20067, -6.21198, -5.28799)  -0.0511
Br (1.15913, -4.55201, -7.79596)  0.0144
Br (1.79976, -3.04889, -5.06049)  0.0533
H (3.27014, -4.36944, -6.53662)  0.3629
C (3.68200, 11.31749, 1.71973)  -0.3742
Br (4.58359, 10.01980, 2.82028)  -0.0350
Br (4.17185, 11.14334, -0.13375)  -0.0299
Br (1.77747, 11.24371, 1.96732)  0.0944
H (4.00830, 12.29051, 2.04443)  0.3632
C (-4.81260, -7.78995, 9.41288)  -0.2950
Br (-5.83347, -8.21356, 10.98690)  -0.0319
Br (-2.99109, -7.34481, 9.84466)  -0.0128
Br (-4.91790, -9.20036, 8.10301)  -0.0475
H (-5.25838, -6.91529, 8.97112)  0.3785
C (-0.63669, -5.31155, -11.92017)  -0.2647
Br (1.06872, -6.06358, -12.39301)  0.0171
Br (-1.29384, -6.03989, -10.26790)  0.0114
Br (-0.58748, -3.38772, -11.87876)  -0.0267
H (-1.33254, -5.59504, -12.69062)  0.2264
C (-1.81592, 5.55448, -0.02940)  -0.2687
Br (-3.18257, 5.33578, -1.35957)  -0.0594
Br (-0.77333, 7.13934, -0.34814)  -0.0135
Br (-2.56571, 5.55518, 1.73995)  -0.0033
H (-1.14720, 4.71144, -0.10115)  0.3059
C (3.98199, 6.36000, -9.74503)  -0.2506
Br (3.48503, 5.45844, -11.36999)  -0.0005
Br (5.54716, 7.45220, -9.98392)  -0.0106
Br (2.51554, 7.37185, -9.01915)  -0.0412
H (4.22995, 5.60018, -9.02233)  0.2771
C (5.06346, -0.59418, -1.67304)  -0.3991
Br (4.31996, -2.29240, -1.16417)  0.0065
Br (3.73021, 0.66437, -2.24851)  0.0817
Br (6.20853, 0.12773, -0.30432)  -0.0325
H (5.68158, -0.77794, -2.53521)  0.3544
C (-1.88426, 13.83781, 0.81988)  -0.1655
Br (-2.92064, 14.04923, 2.42965)  -0.0529
Br (-2.50749, 12.35303, -0.23173)  0.0287
Br (-1.82214, 15.46547, -0.20382)  -0.0450
H (-0.87426, 13.61195, 1.12077)  0.1855
C (-2.24420, -9.91362, -12.27051)  -0.2984
Br (-1.54185, -11.14833, -13.56653)  -0.0136
Br (-1.11605, -9.79720, -10.71520)  -0.0136
Br (-2.58508, -8.18451, -13.05398)  -0.0073
H (-3.19352, -10.30176, -11.94401)  0.3602

Atomic forces in eV per Å
-1.01 0.52 0.80
0.49 0.18 -0.26
-0.15 -1.00 0.29
1.20 -0.89 -0.61
1.65 1.03 -1.00
1.00 0.73 0.02
-3.77 -0.49 1.92
0.17 -0.25 -0.11
0.24 0.60 -0.11
0.58 -0.54 -0.40
-0.46 0.21 0.16
0.91 -0.26 -0.27
-0.42 0.12 0.87
-0.53 0.41 -0.43
0.55 0.02 -0.21
0.17 -0.06 -0.12
0.04 -0.02 -0.04
-0.03 0.05 0.13
-0.44 -0.16 0.06
-0.12 -0.04 0.07
0.09 -0.08 -0.14
-0.04 -0.18 0.30
-0.04 -0.05 0.07
0.07 0.07 -0.03
-0.07 0.04 0.10
-0.25 -0.07 0.08
0.11 -0.14 -0.13
0.27 0.08 -0.56
-0.06 0.04 -0.03
0.02 0.10 -0.08
0.08 0.07 -0.03
-0.07 -0.01 0.06
-0.03 0.04 -0.01
-0.01 -0.06 -0.03
-0.06 -0.07 0.08
0.09 0.02 0.00
0.02 0.06 0.00
0.14 -0.05 -0.10
0.02 0.04 -0.03
-0.13 -0.03 0.05
-0.19 0.06 0.00
0.00 0.07 0.07
0.08 -0.05 -0.10
0.22 -0.06 0.08
0.01 -0.14 -0.13
0.09 0.03 -0.03
0.00 0.02 0.02
-0.05 0.11 -0.06
0.09 -0.07 0.01
-0.18 -0.06 0.05
-0.03 0.09 0.08
0.05 0.02 -0.07
-0.10 -0.06 0.15
0.00 -0.08 0.12
-0.07 0.06 0.23
0.13 0.04 -0.04
0.02 0.05 0.02
-0.03 -0.03 -0.06
-0.07 -0.05 0.00
-0.10 -0.08 0.02
-0.12 0.15 -0.01
0.05 -0.04 -0.38
-0.02 -0.05 0.05
0.09 -0.05 -0.08
0.14 -0.02 -0.01
-0.05 -0.09 -0.08
-0.04 0.01 -0.02
0.00 -0.02 0.04
0.03 0.09 -0.27
0.05 0.12 0.04
0.08 -0.01 0.14
0.02 -0.02 -0.04
-0.17 -0.04 -0.01
0.00 0.00 0.03
-0.06 0.09 -0.08
0.10 0.05 0.10
-0.03 0.01 0.03
0.04 0.16 0.08
0.03 -0.04 0.02
-0.09 -0.04 -0.10
0.04 0.14 0.04
-0.07 0.04 -0.08
0.01 -0.01 0.01
-0.03 -0.08 0.04
0.02 -0.10 -0.01
-0.01 0.02 -0.05
0.01 0.03 0.03
-0.04 -0.01 -0.01
0.00 0.08 -0.06
0.01 -0.09 0.09
0.11 -0.07 0.01
-0.13 0.08 -0.08
-0.06 -0.09 0.12
-0.09 0.01 0.00
0.13 -0.02 -0.07
-0.06 0.00 -0.06
-0.04 0.10 -0.10
0.01 0.03 0.04
-0.02 -0.04 0.03
0.12 -0.02 0.04
0.17 0.01 0.03
0.00 0.05 0.02
-0.03 -0.03 -0.11
-0.04 -0.13 -0.07
-0.13 -0.02 0.03

Values from the calculation:
* M: 4653.27 Da
* largest force on an atom: 4.261 eV/Å
* Kohn-Sham gap: 8.82 eV
* HOMO level: -9.1 eV

***

- Which value of Kohn-Sham gap does entry 2 give?
  10.63 eV